# 1
{"formula": "C3H10S2", "method": "ωB97M-V with the def2-TZVPD basis set", "lumo_energy_ev": 0.8, "homo_energy_ev": -8.985, "gap_ev": 9.8, "smiles": "CCS.CS", "species": ["C", "S", "H", "H", "H", "H", "C", "C", "S", "H", "H", "H", "H", "H", "H"], "positions_angstrom": [[2.185, 0.429, -1.175], [3.358, -0.822, -1.859], [2.708, 1.289, -0.781], [1.374, -0.178, -0.516], [1.662, 0.826, -2.040], [2.948, -0.730, -3.225], [-1.711, -0.864, 1.497], [-1.159, 0.502, 1.245], [-1.483, 1.255, -0.501], [-2.928, -0.971, 1.650], [-1.436, -1.502, 0.549], [-1.419, -1.195, 2.506], [-0.077, 0.199, 1.294], [-1.506, 1.257, 2.011], [-2.517, 0.503, -0.656]], "atomic_forces_ev_per_a": [[-1.776, -1.985, 0.000], [-0.584, 0.426, -1.560], [0.037, -0.247, 0.837], [2.136, 2.004, -1.228], [-0.343, -0.096, 0.064], [0.550, -0.116, 1.872], [-3.868, -1.536, -1.142], [0.619, 0.838, -0.187], [1.352, -0.136, 1.876], [2.755, 0.644, -0.885], [-0.366, 0.592, 2.355], [0.646, -0.365, -0.733], [-0.638, 1.572, -0.004], [0.820, -0.825, -0.848], [-1.341, -0.770, -0.419]], "lowdin_charge": [-0.516, 0.549, 0.012, 0.053, -0.001, -0.116, -0.240, -0.589, 0.643, 0.116, 0.102, 0.063, 0.057, 0.077, -0.210]}


# 2
{"formula": "C3H10S2", "method": "ωB97M-V with the def2-TZVPD basis set", "lumo_energy_ev": 0.8, "homo_energy_ev": -8.530, "gap_ev": 9.3, "smiles": "CSC.CS", "species": ["C", "S", "H", "H", "H", "H", "C", "S", "C", "H", "H", "H", "H", "H", "H"], "positions_angstrom": [[-1.439, -0.186, -2.045], [-1.728, -1.844, -2.752], [-2.256, 0.532, -2.304], [-1.400, -0.150, -0.916], [-0.571, 0.131, -2.535], [-0.514, -2.216, -2.824], [1.357, 1.683, 1.353], [0.080, 0.911, 2.313], [0.394, -0.784, 1.639], [2.187, 1.060, 1.564], [1.775, 2.732, 1.479], [0.947, 1.585, 0.357], [1.056, -1.328, 2.370], [-0.649, -1.451, 1.693], [0.761, -0.675, 0.607]], "atomic_forces_ev_per_a": [[-1.735, 0.089, 1.362], [-2.519, 0.688, 0.328], [0.491, -0.885, -0.140], [0.341, -0.304, -1.273], [1.397, 0.893, -0.210], [2.039, -0.464, -0.024], [0.563, 1.259, -0.526], [-1.044, -0.449, 0.805], [-2.347, -1.450, 1.525], [1.121, -0.588, -0.545], [-1.380, -1.088, 0.476], [0.748, 0.127, -0.598], [-0.219, 0.591, -1.231], [2.633, 2.025, -0.442], [-0.088, -0.445, 0.493]], "lowdin_charge": [-0.484, 0.638, 0.043, 0.033, -0.011, -0.218, -0.475, 0.675, -0.432, 0.005, 0.074, 0.009, 0.032, 0.096, 0.015]}


# 3
{"formula": "C3H10S2", "method": "ωB97M-V with the def2-TZVPD basis set", "lumo_energy_ev": 0.3, "homo_energy_ev": -9.408, "gap_ev": 9.7, "smiles": "CCC.SS", "species": ["S", "S", "H", "H", "C", "C", "C", "H", "H", "H", "H", "H", "H", "H", "H"], "positions_angstrom": [[2.767, -1.791, -4.069], [1.342, -1.945, -5.585], [1.942, -1.323, -3.138], [1.786, -0.936, -6.349], [-1.490, 0.984, 2.670], [-0.910, 0.914, 1.256], [0.105, -0.203, 1.094], [-1.524, -0.048, 3.036], [-2.468, 1.441, 2.790], [-0.771, 1.440, 3.355], [-0.408, 1.871, 1.065], [-1.675, 0.978, 0.480], [0.892, 0.086, 0.399], [0.673, -0.246, 2.032], [-0.259, -1.220, 0.966]], "atomic_forces_ev_per_a": [[-0.128, -0.235, -0.491], [0.319, -0.093, 0.198], [-0.155, 0.233, 0.216], [-0.039, 0.096, 0.083], [0.515, -1.049, 0.238], [-0.215, 1.310, -0.275], [0.849, 0.414, 0.899], [-0.510, 0.011, 0.082], [0.020, 0.119, -0.171], [-0.101, 0.320, -0.107], [0.283, -0.114, 0.131], [-0.220, -0.719, 0.079], [-0.275, -0.402, -0.570], [-0.081, -0.043, 0.125], [-0.263, 0.151, -0.437]], "lowdin_charge": [0.226, 0.219, -0.230, -0.215, -0.128, -0.332, -0.131, 0.065, 0.064, 0.070, 0.094, 0.095, 0.063, 0.069, 0.071]}


# 4
{"formula": "C3H10S2", "method": "ωB97M-V with the def2-TZVPD basis set", "lumo_energy_ev": [-5.0, -8.5], "homo_energy_ev": [-14.011, -14.011], "multiplicity": 2, "gap_ev": [9.1, 5.5], "s2": 0.75, "total_charge": 1, "species": ["C", "C", "H", "H", "H", "H", "H", "H", "C", "S", "S", "H", "H", "H", "H"], "positions_angstrom": [[2.925, -1.473, -1.861], [1.545, -0.808, -1.962], [3.590, -0.933, -2.543], [3.381, -1.198, -0.904], [2.937, -2.526, -2.102], [1.637, 0.194, -1.557], [0.786, -1.352, -1.393], [1.211, -0.820, -2.995], [-2.675, 1.614, 3.156], [-2.276, 0.255, 2.093], [-2.809, 0.966, 0.287], [-2.673, 2.569, 2.648], [-3.727, 1.424, 3.449], [-2.130, 1.531, 4.085], [-1.723, 0.556, -0.400]], "atomic_forces_ev_per_a": [[0.224, 1.474, -0.001], [0.250, -0.827, 0.106], [-0.066, -0.346, -0.319], [-0.184, -0.800, 0.176], [0.060, -0.164, 0.227], [-0.260, 0.319, -0.220], [0.047, -0.002, 0.150], [-0.108, 0.362, -0.097], [-2.176, -0.269, 0.238], [0.852, 0.031, -0.811], [0.022, 0.361, 0.434], [0.518, 0.105, 0.038], [0.250, 0.203, 0.006], [0.618, 0.063, 0.005], [-0.046, -0.510, 0.067]], "lowdin_spin": [0.000, 0.000, 0.000, 0.000, 0.000, 0.000, 0.000, 0.000, 0.068, 0.537, 0.336, 0.003, 0.023, 0.009, 0.024]}


# 5
{"formula": "C3H10S3", "method": "ωB97M-V with the def2-TZVPD basis set", "lumo_energy_ev": 0.1, "homo_energy_ev": -8.489, "gap_ev": 8.6, "smiles": "CCS.CSS", "species": ["C", "S", "S", "H", "H", "H", "H", "C", "C", "S", "H", "H", "H", "H", "H", "H"], "positions_angstrom": [[-2.603, -1.102, 2.165], [-1.654, -0.445, 0.727], [-2.008, 1.582, 1.363], [-2.282, -2.109, 2.411], [-2.340, -0.447, 2.993], [-3.653, -1.028, 1.902], [-1.386, 2.177, 0.295], [1.725, 0.620, -0.550], [1.407, -0.482, -1.557], [2.207, 0.149, -3.269], [1.161, 1.517, -0.801], [1.211, 0.200, 0.337], [2.752, 0.844, -0.265], [0.412, -0.677, -1.923], [1.884, -1.432, -1.313], [3.168, 0.632, -2.515]], "atomic_forces_ev_per_a": [[0.447, 0.601, -0.544], [-0.263, 0.560, 0.685], [0.528, -0.373, -0.953], [-0.059, -0.081, -0.244], [-0.219, -0.146, 0.180], [-0.095, -0.191, 0.313], [-0.344, -0.394, 0.550], [-2.502, -1.158, 0.920], [2.416, 0.817, -2.452], [-0.894, -0.993, 1.352], [0.333, 0.193, -0.083], [0.405, 0.589, 0.254], [0.054, -0.317, -0.564], [-0.590, 0.364, 0.784], [-0.004, 0.122, -0.049], [0.787, 0.407, -0.149]], "lowdin_charge": [-0.489, 0.364, 0.316, 0.031, 0.000, 0.025, -0.192, -0.213, -0.490, 0.593, 0.063, 0.037, 0.071, 0.033, 0.059, -0.206]}


# 6
{"formula": "C3H10Si2", "method": "ωB97M-V with the def2-TZVPD basis set", "lumo_energy_ev": [0.8, -2.3], "homo_energy_ev": [-4.332, -9.691], "multiplicity": 3, "gap_ev": [5.1, 7.3], "s2": 2.00, "species": ["C", "C", "C", "Si", "Si", "H", "H", "H", "H", "H", "H", "H", "H", "H", "H"], "positions_angstrom": [[-0.048, 1.118, -1.052], [-2.277, -0.926, 0.131], [2.344, -0.788, 0.336], [-1.130, 0.582, 0.404], [1.213, 0.702, 0.499], [-0.069, 0.700, -2.050], [0.025, 2.197, -1.134], [-2.958, -1.181, 0.972], [-2.882, -0.930, -0.764], [-1.637, -1.803, -0.102], [3.393, -0.780, 0.032], [2.204, -1.262, 1.301], [1.642, -1.353, -0.382], [1.942, 1.891, 0.977], [-1.763, 1.834, 0.832]], "atomic_forces_ev_per_a": [[0.070, -0.329, 2.144], [-0.098, -0.662, -0.389], [-2.326, -0.572, -0.964], [-3.728, -1.106, -1.151], [3.707, 1.403, -0.973], [0.469, -0.835, 0.224], [-0.021, 0.242, 0.331], [0.711, 0.275, -0.333], [-0.576, 0.493, -0.507], [-0.064, 0.346, 0.640], [-0.396, 0.239, -0.120], [0.356, -0.460, 0.226], [1.555, 0.105, 0.743], [0.410, 0.563, -0.335], [-0.068, 0.298, 0.463]], "lowdin_spin": [0.201, 0.154, 0.090, 0.621, 0.677, 0.014, 0.020, 0.002, 0.025, 0.004, 0.011, 0.014, 0.001, 0.101, 0.065]}


Computed values of E_tot (unit: Ha) for the preceding records, in sequence: -916.600032 -916.609549 -916.646294 -916.332869 -1314.812132 -699.072227.
Computed values of ΔE to the lowest compared entry with this formula, charge and spin (unit: kJ/mol) for the preceding records, in sequence: 167.8 142.8 46.4 31.7 94.5 0.0.